#i
Computed, not measured: C52H74BaN4O3S2 as an isolated structure, with the ωB97M-V functional and the def2-TZVPD basis.

Positions of all 136 atoms, in Å:
Ba: -0.2816 0.5587 0.7999
S: -2.6554 4.4458 3.7963
S: -4.8106 3.2579 -2.0263
O: -0.3831 -0.4469 3.0255
O: -0.2160 0.5251 -1.4374
O: 0.8912 3.0179 0.4838
N: 2.0057 -0.8013 0.6815
N: -0.8055 -1.8219 0.2374
N: -3.0525 2.1283 -0.5721
N: -1.9741 2.7769 2.0018
C: 0.8031 -1.6912 7.1421
C: 0.0624 5.9073 -1.4335
C: 0.9534 4.9183 -0.9781
C: -3.6115 2.0486 -1.7451
C: 0.3503 3.7446 -0.3268
C: -3.5803 3.1765 0.1621
C: 0.4259 -6.6595 3.4829
C: 2.3358 5.0534 -1.1711
C: -0.0168 -2.0855 4.7615
C: -0.4170 -5.9307 4.5397
C: 2.4707 1.0625 -4.4450
C: -3.2955 1.0381 -2.8014
C: 2.7997 6.1972 -1.8046
C: 2.7218 -0.6909 -0.5939
C: -1.0449 -2.6663 2.6451
C: 0.4005 -2.6610 0.0910
C: -0.4755 -4.4401 4.2035
C: -3.0683 3.4672 1.5153
C: 0.2720 -1.0233 -4.7065
C: -1.6365 3.1923 3.1891
C: -0.9123 -1.5364 -2.2988
C: -0.4780 -1.6732 3.4825
C: 0.9053 2.4108 -3.0927
C: 2.8831 -0.3547 1.7689
C: -0.4659 2.6855 3.9746
C: -0.8649 -0.1805 6.1213
C: -0.2535 -0.2962 -2.4674
C: 1.5846 -2.1927 0.9416
C: 0.5767 7.0410 -2.0412
C: -0.9360 -2.4911 -3.3076
C: 1.1549 -3.6098 -6.0391
C: -1.0306 -4.0063 3.0035
C: -1.4399 5.7805 -1.2678
C: -1.6367 -1.8147 -1.0018
C: -0.3008 -3.2854 -5.6759
C: -1.8317 -6.5241 4.5451
C: 1.9438 7.2035 -2.2353
C: -1.7052 -2.2403 1.3549
C: -0.0050 -3.4472 5.0606
C: -0.3270 -2.2664 -4.5379
C: 0.2952 1.8526 -5.4134
C: 0.3134 -0.0228 -3.7389
C: -4.5456 3.8914 -0.4692
C: 3.3527 4.0055 -0.7743
C: 2.4915 8.4365 -2.9047
C: -3.5714 4.4042 2.3578
C: -1.0068 -2.7063 -6.9124
C: 0.9815 1.3058 -4.1489
C: 0.3714 -1.0465 5.8244
C: 1.5299 -0.1551 5.3539
C: 0.2127 -6.1851 5.9100
C: -1.0033 -4.5854 -5.2887
H: -2.1379 -2.7855 -1.0980
H: 2.9484 1.9898 -4.7784
H: 0.2589 -7.2610 6.0965
H: -0.7741 2.0005 -5.2334
H: -1.9318 6.6808 -1.6355
H: 0.6870 -2.6397 -0.9587
H: 1.6950 9.1258 -3.1823
H: 0.4002 1.1827 -6.2692
H: -1.4460 -3.4279 -3.1076
H: -2.3272 -3.0722 1.0060
H: 2.6144 0.3082 -5.2221
H: 2.0781 -0.9603 -1.4325
H: 0.0041 -2.2917 7.5853
H: -0.1434 1.7241 3.5718
H: 1.2869 0.3330 4.4135
H: 3.9904 3.7766 -1.6309
H: -3.7615 1.3025 -3.7492
H: 3.8689 6.3019 -1.9705
H: 1.1930 -4.3550 -6.8395
H: -2.3801 -1.3919 1.5649
H: 1.6843 -2.3260 7.0155
H: -4.4241 5.0509 2.2163
H: -0.5277 -5.0580 -4.4248
H: -0.6998 3.5428 -0.6010
H: -0.3742 -5.7303 6.7129
H: -2.2186 0.9653 -2.9373
H: -0.9544 -5.2873 -6.1245
H: -0.7290 2.5391 5.0211
H: -0.0114 -6.5549 2.4863
H: 0.7393 -0.8145 -5.6642
H: 1.3268 -2.2712 1.9946
H: -2.4534 -6.0263 5.2937
H: 2.9000 3.0871 -0.4169
H: 1.4383 -6.2478 3.4503
H: -2.0455 -2.4587 -6.6782
H: -1.8413 4.9331 -1.8324
H: 1.3957 3.3072 -3.4877
H: 1.0618 -0.9025 7.8540
H: -1.6426 -0.7896 6.5896
H: 1.4027 2.1138 -2.1694
H: 3.6075 -1.3432 -0.6029
H: 2.9864 0.7164 -3.5433
H: 3.1616 0.6916 1.6171
H: 0.4938 -7.7277 3.7128
H: 0.2007 -3.7087 0.3517
H: 1.2315 -5.7920 5.9644
H: -3.6551 0.0506 -2.5080
H: 2.4215 -2.8844 0.7589
H: 0.3756 -3.7481 6.0254
H: 3.0484 0.3409 -0.7430
H: 1.7419 0.6142 6.1050
H: -2.4197 -1.0572 -0.8437
H: -1.7324 5.6413 -0.2244
H: 3.8031 -0.9549 1.8109
H: 2.3645 -0.4472 2.7223
H: -1.4683 -4.7245 2.3133
H: -0.1053 7.8151 -2.3786
H: -1.7969 -7.5928 4.7798
H: -1.2697 0.2434 5.2022
H: -0.6088 0.6340 6.8091
H: 1.6868 -4.0081 -5.1712
H: -2.3191 -6.4096 3.5739
H: 0.7326 2.8180 -5.6884
H: -1.0009 -3.4299 -7.7336
H: 3.1818 8.9622 -2.2424
H: 3.0447 8.1738 -3.8085
H: 1.6900 -2.7204 -6.3811
H: -0.5161 -1.7947 -7.2631
H: 2.4378 -0.7513 5.2177
H: -5.0861 4.7536 -0.1100
H: -2.0582 -4.4195 -5.0532
H: -0.1315 2.6656 -2.8461
H: 3.9970 4.3877 0.0213
H: 0.3616 3.3973 3.9272

Lowest unoccupied orbital energy = 0.03 eV
Gap between HOMO and LUMO = 6.8 eV

#ii
Computed, not measured: C52H74BaN4O3S2 as an isolated structure, with the ωB97M-V functional and the def2-TZVPD basis.

Positions of all 136 atoms, in Å:
Ba: -0.2709 0.2271 0.1913
S: 0.0916 -0.4421 -5.2525
S: -1.7942 -4.6199 -0.8701
O: 0.0938 0.2347 2.4660
O: -3.0099 -0.0391 0.3342
O: -0.1638 2.4045 -0.3944
N: 2.1567 -2.0722 -0.6827
N: -0.2676 -0.2726 -2.7422
N: 2.4272 0.8721 0.5876
N: -0.9133 -2.2492 -0.7529
C: 2.8489 8.0499 0.5043
C: 0.4525 1.8813 -3.6888
C: 0.8661 3.9540 4.1621
C: -4.5887 -1.5645 1.9876
C: 4.5226 6.3937 1.2850
C: -1.2928 -3.2252 0.0120
C: -2.6947 0.9040 3.5329
C: -2.3483 1.7704 5.8164
C: 1.1145 5.7648 0.1701
C: -1.6487 1.0836 4.6397
C: 2.5464 5.4460 5.2681
C: -5.1681 0.7291 1.0031
C: 1.1277 5.3650 4.6871
C: -1.6020 6.4650 0.5762
C: -0.5673 -1.5752 -3.0992
C: -1.3078 4.9911 0.2879
C: -5.7742 3.0099 0.0119
C: -0.1824 3.1609 4.6116
C: -1.1833 -0.2938 5.1355
C: 4.2595 6.8587 -1.1544
C: -1.4783 -3.8070 -2.3407
C: -6.6629 -0.3269 2.5571
C: 2.4888 5.5758 0.0579
C: -1.7524 4.1840 1.5175
C: 2.0384 3.2171 -0.3094
C: -5.4821 -0.3665 1.8337
C: 1.5001 2.1306 2.6820
C: -8.7861 0.7718 3.3178
C: -6.0463 1.8237 0.9021
C: 1.0007 6.3667 3.5333
C: 3.2591 -1.1118 -0.7577
C: 0.3654 1.3737 3.0774
C: -1.2898 -3.1767 1.5087
C: 0.0846 0.4350 -3.7752
C: -0.4590 1.8919 4.1076
C: 2.2319 -2.9297 -1.8543
C: -3.9037 0.7889 0.2677
C: 0.1812 4.7401 0.0434
C: 0.1393 5.7717 5.7797
C: 3.4152 -0.1983 0.4424
C: 2.9213 4.2767 -0.1738
C: 0.6440 3.4332 -0.2381
C: -7.5305 0.7586 2.4934
C: -0.4201 -1.8467 -4.4241
C: 2.1997 -2.8806 0.5251
C: 2.5954 1.8361 -0.5315
C: 1.7075 3.3965 3.2060
C: -1.0034 -2.5557 -2.0897
C: 2.6425 1.4975 1.9141
C: -2.1404 4.5926 -0.9413
C: 3.5083 6.7102 0.1761
C: -7.2100 1.8197 1.6588
H: 0.1654 2.2565 -2.7052
H: -3.7643 1.6637 -0.3859
H: -6.6202 3.6945 0.0408
H: -2.0407 3.5301 -1.1553
H: -6.9105 -1.1657 3.1987
H: 1.2637 7.3759 3.8653
H: 3.1919 -3.3310 0.6948
H: -3.1961 4.8288 -0.7716
H: 0.2129 5.1233 6.6556
H: -2.8056 2.7189 5.5265
H: 1.6475 6.0938 2.6996
H: -4.2801 -1.9699 1.0240
H: -0.0487 2.4606 -4.4641
H: 3.6154 8.8234 0.5894
H: 2.6791 4.7132 6.0665
H: -0.5748 -2.7840 -4.9316
H: -1.6619 1.9580 6.6444
H: 4.2154 -1.6557 -0.8670
H: 1.9295 -2.2942 1.4043
H: -0.5034 -0.1802 5.9832
H: -3.5661 0.3597 3.9137
H: 1.4772 -3.6923 0.4305
H: 2.1523 1.3923 -1.4304
H: -0.0239 6.3853 3.1527
H: -5.6188 2.7211 -1.0284
H: -3.6750 -1.2944 2.5193
H: 4.7883 5.9405 -1.4156
H: -9.3927 1.6504 3.1046
H: -2.0443 -0.8810 5.4709
H: 3.3004 5.2478 4.5044
H: -2.2775 0.3459 2.6977
H: 3.3884 -0.8018 1.3488
H: -2.7997 4.3979 1.7550
H: 3.1286 -0.5331 -1.6750
H: -0.9906 -2.1983 1.8962
H: 0.7510 6.7587 0.3856
H: 5.0497 5.4581 1.0910
H: -0.8911 5.7430 5.4189
H: -0.6631 -0.8356 4.3487
H: 5.2693 7.1891 1.3572
H: 2.7377 6.4419 5.6774
H: 3.1858 -3.4813 -1.8967
H: -9.3884 -0.1166 3.1218
H: 3.6755 1.9533 -0.7156
H: -1.0794 6.8220 1.4661
H: 4.4301 0.2337 0.3955
H: 3.5647 7.0864 -1.9653
H: 4.9946 7.6658 -1.0927
H: 2.3063 8.0120 1.4511
H: -1.3260 7.1062 -0.2642
H: -0.8287 3.5560 5.3796
H: 2.5647 3.9578 2.8428
H: -5.1082 -2.3389 2.5518
H: 3.9850 4.0685 -0.2491
H: -1.6544 -4.2787 -3.2928
H: -1.8119 5.1513 -1.8216
H: -7.8842 2.6658 1.5916
H: -4.8885 3.5607 0.3291
H: 1.4180 -3.6554 -1.8429
H: -1.1497 4.4435 2.3916
H: -2.2809 -3.4066 1.9005
H: 4.0277 6.3057 2.2540
H: 3.0201 0.7017 2.5621
H: 3.4505 2.2376 1.8308
H: -1.6372 3.1136 1.3509
H: 2.1515 8.3576 -0.2776
H: 1.5290 2.0143 -3.8126
H: -2.6735 6.5878 0.7511
H: 2.1456 -2.3290 -2.7610
H: -8.5474 0.7746 4.3828
H: -3.1457 1.1195 6.1835
H: 0.3514 6.7938 6.1015
H: -0.5948 -3.9165 1.9097
H: -3.0385 1.8760 3.1668

Lowest unoccupied orbital energy = -0.16 eV
Gap between HOMO and LUMO = 6.3 eV

Tell me which of them is the least stable. Sure, it is #i.

#i
Computed, not measured: a 2-piece molecular cluster, C6H6N2O2 overall, with the ωB97M-V functional and the def2-TZVPD basis.

Positions of all 16 atoms, in Å:
O: -1.0761 -2.2266 2.2657
O: 2.2499 -3.0723 -0.6535
N: 0.5456 -2.5023 0.8659
N: -0.4542 -0.4985 0.8162
C: -1.8929 4.2053 -0.5542
C: 1.5310 -2.2498 -0.2649
C: 0.3079 -0.1406 -0.2323
C: -0.9765 3.9795 -1.2830
C: 1.1957 -0.9148 -0.8221
C: -0.3675 -1.6869 1.3987
H: -1.3996 -0.0016 1.0689
H: -2.7074 4.4482 0.0411
H: 1.0819 -3.2162 1.6645
H: 0.4322 0.8679 -0.6341
H: -0.2480 3.6464 -1.9963
H: 1.7779 -0.6377 -1.6807

SMILES = O=c1cc[nH]c(=O)[nH]1.C#C
Lowest unoccupied orbital energy = 0.37 eV
Gap between HOMO and LUMO = 10.1 eV

#ii
Computed, not measured: a 2-piece molecular cluster, C6H6N2O2 overall, with the ωB97M-V functional and the def2-TZVPD basis.

Positions of all 16 atoms, in Å:
O: -1.4629 0.1662 -1.1359
O: 0.9903 1.4689 2.1330
N: 1.1917 0.8765 -0.0684
N: -1.8421 -0.6382 0.9611
C: -1.8133 0.4713 0.1744
C: -1.4511 -1.6212 0.2594
C: 2.4158 1.1319 0.4938
C: 2.2563 1.4622 1.7848
C: 0.3925 1.1254 0.9484
C: -0.9001 -1.0876 -0.9975
H: 3.0503 1.6769 2.5644
H: 0.2356 -0.9283 -1.0820
H: -1.1755 -2.5713 0.7217
H: -2.2501 1.4794 0.4360
H: -1.2264 -1.6979 -1.8849
H: 3.3047 0.8660 -0.0532

Lowest unoccupied orbital energy (alpha / beta) = -0.67 / -0.67 eV
Gap between HOMO and LUMO (alpha / beta) = 7.8 / 7.8 eV

Tell me which of them is the least stable. Sure, it is #ii.

#i
Computed, not measured: C2H4BrI as an isolated structure, with the ωB97M-V functional and the def2-TZVPD basis.

Positions of all 8 atoms, in Å:
I: 2.0841 -0.8196 1.4295
Br: -2.1833 -0.1105 -1.0788
C: -0.5366 -0.9956 -0.5797
C: 0.0099 -0.5451 1.2869
H: -0.5422 -2.0588 -0.6117
H: -0.5731 0.4131 1.4487
H: -0.2924 -1.2788 1.8790
H: 0.2761 -0.5341 -1.2646

Lowest unoccupied orbital energy = 0.35 eV
Gap between HOMO and LUMO = 9.7 eV

#ii
Computed, not measured: C2H4BrI as an isolated structure, with the ωB97M-V functional and the def2-TZVPD basis.

Positions of all 8 atoms, in Å:
I: 2.3987 -1.5632 -0.0165
Br: 1.4394 1.7871 -0.1373
C: -1.3500 -0.1203 -0.5540
C: 1.2102 0.0573 0.6034
H: -1.7975 -0.9961 -0.8683
H: -0.8972 0.6233 -1.0705
H: 0.6707 0.0925 1.5546
H: -1.6743 0.1194 0.4886

Lowest unoccupied orbital energy (alpha / beta) = -0.40 / -0.12 eV
Gap between HOMO and LUMO (alpha / beta) = 8.4 / 8.1 eV

Tell me which of them is the least stable. Sure, it is #ii.

#i
Computed, not measured: one molecule with the formula C3H4FNS, with the ωB97M-V functional and the def2-TZVPD basis.

Positions of all 10 atoms, in Å:
S: -2.9905 0.1096 -0.0214
F: 1.1883 1.5757 -0.0178
N: -1.4041 0.7560 0.0403
C: 0.9488 0.2309 -0.0619
C: 1.9606 -0.6367 -0.0218
C: -0.4771 -0.1190 -0.0353
H: -0.5446 -1.2423 -0.0473
H: 1.8236 -1.7288 0.1141
H: 2.9867 -0.2543 0.0759
H: -3.4916 1.3089 -0.0248

SMILES = C=C(F)/C=N/S
Lowest unoccupied orbital energy = 0.19 eV
Gap between HOMO and LUMO = 9.1 eV

#ii
Computed, not measured: one molecule with the formula C3H4FNS, with the ωB97M-V functional and the def2-TZVPD basis.

Positions of all 10 atoms, in Å:
S: 2.8593 -1.0737 -0.0522
F: -2.8104 -1.1323 -0.1645
N: 0.4569 0.5028 0.0802
C: -0.5586 -0.4823 0.2354
C: -1.8046 -0.1946 0.0259
C: 1.8024 0.3570 -0.0738
H: -2.2321 0.6959 -0.0719
H: 2.1885 1.3789 -0.1342
H: -0.2494 -1.4944 0.5704
H: 0.3481 1.4428 -0.4154

SMILES = F/C=C/NC=S
Lowest unoccupied orbital energy = -0.02 eV
Gap between HOMO and LUMO = 8.6 eV

Tell me which of them is the least stable. Sure, it is #ii.

#i
Computed, not measured: one molecule with the formula C2H4N2O3, with the ωB97M-V functional and the def2-TZVPD basis.

Positions of all 11 atoms, in Å:
O: -1.1278 0.7394 -0.7961
O: -1.0602 -1.0179 0.7602
O: 1.3551 1.1055 1.3266
N: 0.4865 -0.9665 -1.0459
N: -0.3854 1.7803 -0.1552
C: -0.3214 -0.2501 -0.1217
C: 0.3577 0.9513 0.4896
H: 1.5296 2.0493 1.4627
H: -1.8728 -1.3089 0.3275
H: -0.0820 -1.4991 -1.6937
H: 1.1205 -1.5834 -0.5541

SMILES = N[C@]1(O)ON=C1O
Lowest unoccupied orbital energy = 0.67 eV
Gap between HOMO and LUMO = 10.1 eV

#ii
Computed, not measured: a 2-piece molecular cluster, C2H4N2O3 overall, with the ωB97M-V functional and the def2-TZVPD basis.

Positions of all 11 atoms, in Å:
O: 0.4036 -1.9143 0.1044
O: -1.3735 1.6601 -1.4445
O: -1.4521 -0.5896 -0.0328
N: -0.7629 0.6953 -1.4666
N: 0.3943 0.0493 1.3460
C: -0.2398 -0.7387 0.3624
C: 0.8757 0.6261 0.0985
H: -0.1436 -2.3822 -0.5424
H: -0.2898 0.6466 1.7996
H: 1.8271 0.2469 -0.2528
H: 0.7611 1.7006 0.0282

Lowest unoccupied orbital energy (alpha / beta) = -0.58 / 0.13 eV
Gap between HOMO and LUMO (alpha / beta) = 7.8 / 8.6 eV

#iii
Computed, not measured: one molecule with the formula C2H4N2O3, with the ωB97M-V functional and the def2-TZVPD basis.

Positions of all 11 atoms, in Å:
O: 0.9144 -1.1579 -0.1385
O: 0.5054 1.1032 -0.3741
O: -2.6013 -0.2482 -0.1902
N: -0.4847 -1.0958 0.1118
N: -0.8094 1.2037 0.4172
C: -1.3609 -0.0330 0.0027
C: 1.4977 0.1887 0.0503
H: -0.7794 -1.9965 0.0362
H: 1.6764 0.1286 1.2441
H: 2.5171 0.1274 -0.5576
H: -1.0753 1.7798 -0.6019

SMILES = O=C1NOCON1
Lowest unoccupied orbital energy = 0.59 eV
Gap between HOMO and LUMO = 10.1 eV

Tell me which of them is the least stable. Sure, it is #iii.

#i
Computed, not measured: one molecule with the formula C3H4O, with the ωB97M-V functional and the def2-TZVPD basis.

Positions of all 8 atoms, in Å:
O: 1.1902 -1.0269 -0.1413
C: 0.1960 -0.1424 0.0494
C: 1.0964 -2.1951 0.2938
C: 0.1697 1.1702 -0.2735
H: 0.0810 -2.5226 0.6930
H: 1.0305 1.6144 -0.8921
H: -0.7569 -0.4270 0.5147
H: -0.6482 1.6489 0.1278

Lowest unoccupied orbital energy = 0.40 eV
Gap between HOMO and LUMO = 8.8 eV

#ii
Computed, not measured: one molecule with the formula C3H4O, with the ωB97M-V functional and the def2-TZVPD basis.

Positions of all 8 atoms, in Å:
O: -0.8444 1.2154 1.4828
C: 0.1261 -0.9721 0.0309
C: 0.2778 0.3122 -0.4663
C: -0.7084 1.1943 0.3267
H: -0.1335 -1.8098 -0.6147
H: 1.2411 0.8451 -0.4066
H: -0.0091 0.2631 -1.4708
H: 0.0503 -1.0482 1.1180

Lowest unoccupied orbital energy (alpha / beta) = 0.05 / -0.10 eV
Gap between HOMO and LUMO (alpha / beta) = 8.6 / 7.9 eV

#iii
Computed, not measured: C3H4O as an isolated structure, with the ωB97M-V functional and the def2-TZVPD basis.

Positions of all 8 atoms, in Å:
O: 0.2080 0.5635 1.0775
C: -0.5437 -0.4405 -0.6553
C: 0.7745 0.2924 -0.2138
C: -0.9356 -0.1285 0.7863
H: 1.7303 -0.2132 -0.3417
H: -0.6071 -1.2452 -1.3326
H: 1.1115 1.1319 -0.7843
H: -1.7379 0.0397 1.4640

Lowest unoccupied orbital energy = 1.11 eV
Gap between HOMO and LUMO = 9.6 eV

#iv
Computed, not measured: one molecule with the formula C3H4O, with the ωB97M-V functional and the def2-TZVPD basis.

Positions of all 8 atoms, in Å:
O: -1.7815 -1.2476 0.3943
C: -0.1053 0.2983 -0.7321
C: -0.7961 -0.5104 0.2303
C: 0.5750 -0.0221 0.6366
H: -0.2859 1.4181 -0.8344
H: 0.7124 0.8590 1.3244
H: 1.5319 -0.6394 0.5494
H: 0.1495 -0.1559 -1.5685

SMILES = O=C1CC1
Lowest unoccupied orbital energy = 0.70 eV
Gap between HOMO and LUMO = 10.3 eV

Tell me which of them is the least stable. Sure, it is #i.